160
Properties=species:S:1:pos:R:3:forces:R:3:mulliken_charge:R:1 method="wB97M-V/def2-TZVPD" smiles="O=C1c2ccccc2C(=O)c2ccccc21.O=C1c2ccccc2C(=O)c2ccccc21.O=C1c2ccccc2C(=O)c2ccccc21.O=C1c2ccccc2C(=O)c2ccccc21.O=C1c2ccccc2C(=O)c2ccccc21.ClCCCl.ClCCCl.ClCCCl.ClCCCl.ClCCCl" orbital_gap_ev=7.973 total_charge=0 relative_energy_kj_mol=341.8 homo_ha=-0.345 multiplicity=1
H 4.6858 1.4047 10.5262 0.0 0.0 0.1 0.40
C -3.8833 -2.8086 3.9488 0.3 -0.2 0.0 0.32
H -6.3391 -0.0423 7.2946 -0.1 0.4 0.1 0.49
C 2.8223 1.2134 -2.6289 -1.4 3.3 -3.6 0.78
C 4.2707 0.4223 6.0195 -1.0 1.7 -0.9 0.24
O 3.5864 -0.5574 6.2364 0.8 0.1 -0.4 -0.58
H 8.5427 2.4068 -1.6259 0.3 -0.6 -0.2 0.36
Cl -0.6635 -2.8806 7.5877 -0.3 0.2 0.4 -0.20
C -4.7343 1.4100 -3.3199 -0.2 -1.0 0.2 -0.53
H 2.4240 -1.6489 0.2121 0.3 0.3 0.0 0.54
H -5.8378 2.8219 4.0605 0.1 0.2 0.2 0.42
C 3.9089 1.4257 -3.5052 -0.5 -0.5 0.9 -1.16
C 2.8360 0.2147 -1.5861 -1.2 0.2 0.2 0.17
H -6.7345 2.1487 6.4810 0.0 1.0 -0.6 0.38
Cl 6.8789 2.4113 -8.6192 -0.3 0.1 -0.1 -0.18
O -0.5393 2.6060 -2.2415 2.7 -3.9 0.0 -0.74
H -2.9181 -5.9762 2.9343 0.3 0.4 -0.6 0.45
O -3.0062 -4.3427 -0.1711 0.9 -0.9 -0.6 -0.71
H -6.0577 -6.1849 -3.2486 -0.4 -0.8 -0.7 0.38
H -8.5114 6.0874 -9.1961 -0.2 -0.1 -0.2 0.39
C -5.2627 3.2999 -5.2546 -0.5 -1.1 1.6 0.23
C -4.8505 -2.0644 6.2306 0.1 0.9 -0.6 0.24
C -3.4223 -5.3797 4.8573 1.0 -0.2 -1.1 -0.88
C 1.6297 2.0272 -2.9579 1.3 -1.5 -0.1 0.45
C -5.1987 -0.6448 5.6133 -0.1 -1.5 0.0 0.59
C -5.6347 1.8808 4.5499 -1.1 -0.8 -0.9 -1.06
C -2.4208 -5.3233 -0.6420 -2.8 1.0 -0.1 0.14
H -4.4545 0.7702 -2.4961 -0.4 -0.5 -0.1 0.54
C 5.0230 2.2226 4.2723 -1.2 -0.9 -0.3 0.97
C -1.1667 -5.7948 -0.1056 2.8 -1.1 0.6 0.60
C -3.8017 2.3198 -3.6607 1.4 1.2 0.5 -0.04
H -1.2651 3.3330 2.5860 0.2 0.1 0.0 0.36
H 6.9917 -0.2051 -1.0393 0.0 0.1 -0.1 0.11
C -1.2093 -7.8720 -1.5799 0.2 -2.1 -2.9 0.29
H 7.0704 1.2107 -6.6713 -0.4 0.2 0.4 0.16
O 6.2158 3.9394 5.0247 2.2 3.5 0.4 -0.58
C -0.8277 0.1409 -0.6986 0.4 0.8 -0.7 -1.32
C 7.6165 5.7020 -3.9046 0.4 0.3 1.1 -0.51
H 4.7423 0.7515 -3.3738 0.3 0.2 0.0 0.64
C -8.3516 5.2764 -8.5010 1.2 2.3 -0.4 -0.69
H -9.6819 2.3735 -7.4852 0.2 -0.1 0.2 0.46
C 1.5537 -0.0912 -0.9338 -0.2 1.1 -0.4 0.24
C 5.5814 3.0093 5.3489 -0.8 -2.2 1.5 0.15
C 1.5995 2.9867 -4.0164 0.6 -1.1 1.5 -1.09
C -5.6541 4.4247 -6.0779 1.3 1.7 -1.0 0.54
C -4.8480 -0.3766 4.2672 0.6 -2.3 1.9 0.10
O -0.7269 -8.9630 -1.9973 -1.4 3.2 1.6 -0.67
C 5.3339 2.5583 6.8121 -0.3 0.8 1.1 0.20
C 7.7510 0.5138 -0.7316 -0.3 -0.7 -1.2 -0.15
H 6.0089 3.6022 9.9869 -0.4 -0.3 0.6 0.40
C -6.2010 2.2216 -5.0267 0.6 0.7 -0.7 0.09
H 5.4615 3.5287 2.6143 -0.2 0.4 0.4 0.43
C 3.9088 2.4147 -4.4843 -0.2 -0.4 1.3 -0.57
H -3.3398 4.1655 -4.5575 -0.3 0.2 -0.6 0.46
H 3.9140 0.0377 8.6243 0.0 -0.1 0.0 0.49
C -4.3994 -5.8370 -2.1702 1.0 0.4 0.7 -0.37
Cl -1.5332 0.8216 4.7210 -0.4 -0.2 1.2 -0.23
Cl 4.0506 0.5509 -8.7547 0.1 0.0 0.6 -0.21
H -5.0787 -8.1527 -4.4698 0.8 -0.5 -0.4 0.36
O -5.1365 -2.2953 7.3814 0.2 -0.2 -0.5 -0.65
H 0.6963 3.5206 -4.2726 -0.1 -0.1 0.3 0.55
C -4.1547 -3.1166 5.3188 -0.3 1.3 -1.8 0.19
C -3.1802 -7.9774 -3.2541 0.0 -0.7 -0.8 -0.25
C -1.2884 1.2717 3.0429 0.0 -0.5 0.1 0.75
H -1.7768 0.5350 -1.0309 0.1 0.4 0.0 0.49
C 0.7215 -5.5660 1.5655 -2.4 0.0 -1.3 -1.06
H -2.2728 1.3422 2.5801 0.1 -0.2 -0.1 0.08
H 4.3068 2.1907 0.9490 0.1 0.3 -0.1 0.61
C 3.5992 0.7711 2.3147 -0.5 -1.1 0.6 0.00
H 8.6413 6.0732 -3.9134 -0.2 0.3 0.0 0.40
C -0.5573 2.5902 2.9538 -0.2 0.6 -0.8 -0.67
H 1.1694 -5.0297 2.3890 -0.1 0.2 -0.1 0.44
O -8.2459 1.1862 -5.8276 1.6 1.0 0.2 -0.67
C -4.1004 -1.4060 3.4470 -0.3 0.3 -1.9 0.60
C 0.8115 -3.0924 6.6037 -1.0 -1.3 -0.1 -0.30
H 7.2357 5.6781 -2.8835 0.6 -1.3 0.3 0.24
C 1.5329 -1.0783 -0.0040 0.6 -1.9 0.7 -0.37
C 1.2375 -6.7800 1.1530 -1.0 -0.3 -1.2 -0.58
Cl 1.7551 -2.7797 4.0249 -0.1 -0.2 0.3 -0.29
O 3.8145 -0.3823 -1.2485 1.9 -0.7 0.1 -0.68
Cl 6.2619 2.4854 -1.6988 -0.8 0.7 0.5 -0.13
C 6.4499 1.0634 -7.5553 0.2 -0.8 0.7 -0.37
C -7.8097 3.2684 -6.7239 -0.5 0.2 -1.2 0.46
C -9.2162 4.2716 -8.3619 -2.3 -1.9 -0.4 -0.26
C -0.5497 -7.0045 -0.5875 0.7 -0.2 2.3 0.14
C 0.5740 -7.5146 0.1264 -0.3 1.1 -0.2 -0.70
C -2.5042 -7.3072 -2.2046 -0.3 -0.8 -0.4 0.19
C -4.0678 3.3685 -4.5227 -0.4 -0.8 -0.3 -0.90
H 6.2639 4.2826 7.6342 -0.1 0.3 0.4 0.45
C 4.2976 1.8707 1.9805 1.2 2.7 0.6 -0.83
H 2.1424 -7.1878 1.5786 0.0 0.0 0.1 0.45
C 4.6707 1.3448 7.1147 0.9 0.2 0.4 0.36
H -1.0526 -4.2636 1.3536 0.2 0.2 0.0 0.61
H -10.0875 4.2630 -8.9999 -0.2 -0.1 0.0 0.38
H 4.8491 2.5671 -4.9932 -0.2 0.3 -0.3 1.08
C 4.4307 0.9694 8.4467 0.0 0.3 -0.5 -0.45
C 2.7816 3.2172 -4.6834 1.2 -0.6 -1.0 -0.98
H 7.7082 1.2569 -2.8044 1.1 -0.3 0.2 0.23
H -6.3772 5.9499 -7.9847 -0.3 0.8 0.2 0.39
H -6.5027 0.4368 -3.7592 -0.7 0.2 -0.4 0.43
O -4.9340 5.4274 -6.1700 -1.0 -1.2 0.1 -0.68
C 5.5306 2.9405 9.2800 0.3 1.2 -3.1 -0.53
H -2.8664 2.2225 -3.1296 0.3 0.6 0.0 0.35
C 4.4553 1.0221 4.5763 -3.4 -4.4 0.7 0.37
C 0.3920 0.5955 -1.2211 -1.2 0.0 -1.4 0.74
H -4.8301 -4.9145 -1.8098 -0.2 -0.1 0.2 0.47
O -3.7614 -1.1037 2.2970 -0.1 -0.3 1.4 -0.87
C 0.5024 -2.4387 5.3016 0.3 1.6 -1.4 -0.12
C -5.9073 1.2974 -4.0262 -0.6 -0.3 -0.2 -0.61
C -3.8845 -4.4071 5.7080 -0.9 -0.5 1.7 -0.58
C 4.8477 1.7486 9.5153 0.5 0.5 -0.1 -0.58
H 4.6363 1.9634 -6.9752 -0.5 -0.6 0.5 0.11
H -4.9217 1.0292 2.7206 0.1 0.0 -0.1 0.55
C 7.8084 1.6162 -1.7802 -0.7 0.2 0.2 -0.46
H -3.0958 -6.3874 5.0677 -0.6 -0.1 1.1 0.41
H -0.1520 2.9939 3.8816 0.2 -0.5 -0.1 0.40
C 6.6278 6.6261 -4.5029 -0.8 -0.7 -2.0 -0.52
H 0.9601 -8.4915 -0.1245 -0.1 0.0 -0.3 0.45
H 0.4199 -1.3518 5.2981 0.2 0.0 0.4 0.19
C -4.4470 -7.6293 -3.7674 0.1 0.1 1.9 -0.81
H 0.7773 -4.1472 6.3308 0.6 -0.2 0.6 0.25
C 0.3801 -1.4904 0.5902 -1.4 0.9 0.4 -0.47
C 5.6954 3.4078 7.9133 -0.1 -2.5 -0.1 -0.62
Cl 7.7395 4.1470 -4.7714 -0.1 0.1 0.3 -0.10
H -1.7781 -1.1375 0.6500 -0.1 -0.3 0.1 0.70
C -5.0865 -6.6260 -3.0799 0.1 2.2 0.4 -0.44
H -3.2231 -3.6973 1.9813 -0.2 0.8 0.0 0.64
C -7.4592 2.1436 -5.8884 -1.1 -2.2 1.7 0.68
C -6.9058 4.3304 -6.8585 -1.1 -0.7 0.5 0.37
C -5.1477 0.8306 3.7579 0.4 2.3 -0.8 -0.07
C -3.1911 -5.1086 3.5168 -0.6 0.8 0.6 -0.43
Cl 5.0137 5.7385 -4.5029 0.5 0.9 0.2 -0.14
H 7.3981 0.8457 0.2448 0.9 0.1 0.2 0.29
H 2.9895 0.3581 1.5247 -0.1 -0.6 0.3 0.46
C -3.4150 -3.8189 3.0371 -0.2 0.1 1.0 -0.29
C -7.2193 5.3183 -7.7431 1.8 0.4 -0.7 -0.42
C 4.9394 0.9425 -7.2078 1.4 0.5 -2.1 -0.10
H 6.8759 6.7026 -5.5615 -0.3 0.6 0.0 0.29
H 1.6525 -2.8401 7.2496 0.1 0.3 -0.8 0.34
H 2.8984 -0.4842 3.7548 0.6 -0.3 1.2 0.22
H 0.4442 -2.1873 1.4128 -0.3 -0.3 -0.1 0.52
H -0.4269 -2.7689 4.8375 0.0 -0.4 0.5 0.12
C 4.8957 2.6824 2.9749 0.9 -0.9 -2.0 -1.09
C -0.8303 -0.8592 0.2133 0.4 -1.3 1.2 -0.58
H 4.7502 0.1139 -6.5254 -0.1 0.5 0.2 0.24
H 2.9079 3.8926 -5.5167 -0.6 0.5 0.1 0.59
C -0.5309 -5.1182 0.9488 1.3 -0.7 0.6 0.29
H -0.7500 0.4003 2.6702 0.1 0.5 -0.5 -0.63
H -4.1917 -4.6765 6.7078 0.3 0.0 0.3 0.49
C -3.1151 -6.1491 -1.7082 0.3 -0.2 0.1 0.38
Cl 0.7420 2.4832 1.7154 -0.1 0.2 0.2 -0.07
Cl 9.2872 -0.4579 -0.8174 -0.4 0.6 0.5 -0.22
C -6.1581 1.5634 5.7798 -0.2 -1.1 1.9 -0.48
C -5.9695 0.2909 6.3360 1.5 -1.3 -1.3 -0.56
C 3.6354 0.2941 3.6227 0.7 1.6 -0.7 -0.61
H -2.7412 -8.8329 -3.7459 0.5 -0.1 0.4 0.41
H 6.8773 0.1556 -7.9810 -0.4 0.0 -0.3 0.40
C 0.4007 1.7084 -2.2098 -2.8 4.7 0.8 0.49
H 6.5253 7.5848 -3.9944 0.0 -0.2 0.0 0.35
C -8.9916 3.2034 -7.5190 1.4 0.6 0.9 -0.98